No. 1
Below is 2 unconnected molecules or ions with the total composition C7H14, with properties calculated with ωB97M-V with the def2-TZVPD basis set.

Calculated values
energy above the lowest of the compared OMol25 structures with the same formula, charge and spin = 483.8 kJ/mol
E = -274.93199 Ha
Kohn-Sham gap = 0.3313 Eh
F_max = 0.23 eV/A
M = 98.19 g/mol
HOMO level = -0.297 hartree

ORCA input file:
```
! RIJCOSX wB97M-V def2-TZVPD def2/J DEFGRID3
* xyz 0 1
C -1.4539 1.4537 0.0660
C -1.8392 0.1052 0.1892
C -1.5418 -0.7483 -0.8923
C 0.5168 -1.1828 1.6817
C 1.3639 -0.2713 1.2146
C 1.9333 -0.2999 -0.1808
C 1.0230 0.5466 -1.0795
H -1.7361 1.9794 -0.8495
H -1.4903 2.0851 0.9537
H -0.2471 1.1650 -0.3031
H -1.9219 -0.3233 1.1860
H -1.8495 -0.4268 -1.8902
H -0.3045 -0.3440 -0.9851
H -1.6514 -1.8223 -0.7393
H 0.0091 -1.0677 2.6358
H 0.2564 -2.0595 1.0891
H 1.5702 0.6227 1.8053
H 2.9688 0.0700 -0.1879
H 1.9642 -1.3374 -0.5371
H 1.0973 0.2573 -2.1341
H 1.3328 1.5984 -1.0427
*
```

These are the natural (NBO) partial charges, in e, on atoms 1 to 2: number 1, C, carries -0.67; number 2, C, carries -0.06

=====

No. 2
Below is a single C20H22N6O3S molecule at a distorted geometry, with properties calculated with ωB97M-V with the def2-TZVPD basis set.

Calculated values
energy above the lowest of the compared OMol25 structures with the same formula, charge and spin = 146.4 kJ/mol
E = -1727.81752 Ha
Kohn-Sham gap = 0.3244 Eh
SMILES = CCn1nc(CC(=O)Nc2nnc(CC(=O)N3CCCC3)s2)c2ccccc2c1=O
F_max = 1.49 eV/A
M = 426.50 g/mol
HOMO level = -0.316 hartree

ORCA input file:
```
! RIJCOSX wB97M-V def2-TZVPD def2/J DEFGRID3
* xyz 0 1
C -0.5130 -4.2297 0.5394
C -1.8748 -3.9770 1.1760
N -2.0364 -2.5811 1.5412
N -2.6856 -1.8345 0.6525
C -2.8798 -0.5749 0.8526
C -3.6045 0.1794 -0.2304
C -3.6516 -0.6111 -1.5124
O -4.6606 -0.9632 -2.0668
N -2.4278 -0.9282 -2.0758
C -1.1750 -0.6424 -1.6300
N -0.8513 0.2614 -0.7688
N 0.4480 0.3048 -0.5037
C 1.1595 -0.5506 -1.1456
C 2.6306 -0.6568 -1.0712
C 3.2198 0.1084 -2.2728
O 3.5300 -0.4684 -3.2958
N 3.3285 1.4335 -2.1227
C 3.0101 2.2296 -0.9504
C 3.1173 3.6690 -1.4520
C 4.2024 3.5762 -2.5231
C 3.8841 2.2468 -3.1958
S 0.2116 -1.5594 -2.2302
C -2.4296 0.0836 2.0509
C -2.6503 1.4354 2.3412
C -2.1805 1.9779 3.5153
C -1.4794 1.1955 4.4315
C -1.2539 -0.1354 4.1663
C -1.7269 -0.7020 2.9819
C -1.4876 -2.1235 2.7208
O -0.8740 -2.8750 3.4582
H -0.4170 -5.2799 0.2792
H -0.3977 -3.6341 -0.3633
H 0.2755 -3.9693 1.2410
H -1.9701 -4.5678 2.0899
H -2.6810 -4.2202 0.4824
H -4.6329 0.3837 0.0775
H -3.0839 1.1202 -0.4158
H -2.4907 -1.5509 -2.8729
H 2.9851 -0.2457 -0.1277
H 2.9383 -1.6980 -1.1720
H 2.0157 1.9902 -0.5678
H 3.7479 2.0441 -0.1595
H 3.3665 4.3641 -0.6534
H 2.1739 3.9774 -1.9030
H 4.1791 4.4084 -3.2225
H 5.1876 3.5371 -2.0570
H 4.7545 1.7470 -3.6250
H 3.1368 2.3667 -3.9881
H -3.1948 2.0524 1.6440
H -2.3569 3.0215 3.7312
H -1.1172 1.6363 5.3481
H -0.7181 -0.7714 4.8545
*
```

These are the natural (NBO) partial charges, in e, on atoms 1 to 2: number 1, C, carries -0.62; number 2, C, carries -0.21

=====

No. 3
Below is a molecular structure, C24H43CeN2P3SSe at a distorted geometry, with properties calculated with ωB97M-V with the def2-TZVPD basis set.

Calculated values
energy above the lowest of the compared OMol25 structures with the same formula, charge and spin = 0.0 kJ/mol
E = -5347.62762 Ha
Kohn-Sham gap (spin up / spin down) = 0.1766 / 0.1784 Eh
F_max = 4.07 eV/A
<S²> = 0.751
M = 703.69 g/mol
HOMO level (spin up / spin down) = -0.576 / -0.576 hartree

ORCA input file:
```
! RIJCOSX wB97M-V def2-TZVPD def2/J DEFGRID3
* xyz 3 2
Ce 0.3094 -0.0849 0.1770
P -1.5748 -1.1383 2.3451
P 1.1027 -2.9527 -0.2129
P -2.0474 -1.1973 -1.1623
H 0.6601 2.1246 -1.3395
C -0.3803 1.7573 -1.2913
C -1.1379 2.0641 -0.1578
H -0.7365 2.8044 0.5409
C -1.1278 -0.7275 4.0737
C -1.9690 -2.9104 2.6281
C -3.3028 -0.4983 2.3865
C 2.0975 -2.8158 -1.7559
C 2.3749 -3.6114 0.9485
C 0.0964 -4.4510 -0.5652
C -3.3947 -0.0281 -1.5841
C -3.0634 -2.6688 -0.7686
C -1.4457 -1.6244 -2.8481
H -0.7530 1.3938 -2.2546
H -2.2084 1.8830 -0.0427
H -0.9426 0.3477 4.1687
H -0.2313 -1.2835 4.3762
H -1.9684 -1.0129 4.7256
H -1.0406 -3.4598 2.8230
H -2.4724 -3.3451 1.7590
H -2.6254 -2.9853 3.5062
H -3.2755 0.6004 2.3638
H -3.7763 -0.8314 3.3247
H -3.8852 -0.8659 1.5307
H 2.6718 -3.7251 -1.9826
H 2.8004 -1.9710 -1.6797
H 1.4457 -2.5861 -2.6095
H 3.0677 -4.3292 0.4881
H 1.8832 -4.0986 1.7962
H 2.9484 -2.7701 1.3446
H 0.6865 -5.3570 -0.7561
H -0.5610 -4.3055 -1.4276
H -0.5598 -4.6669 0.2889
H -3.9897 -0.4606 -2.4007
H -2.9814 0.9341 -1.9006
H -4.0382 0.1242 -0.7074
H -3.7217 -2.8774 -1.6232
H -3.6869 -2.4816 0.1135
H -2.4279 -3.5430 -0.5855
H -2.3333 -1.6855 -3.4929
H -0.9300 -2.5958 -2.8427
H -0.7518 -0.8636 -3.2417
C 2.0513 1.8194 -4.6251
C 1.4885 2.9186 -3.9689
C 1.3183 4.1577 -4.5868
C 1.7781 4.3550 -5.8966
C 2.4211 3.3001 -6.5634
C 2.5697 2.0393 -5.9438
Se 1.8679 0.1755 -3.5186
H 1.5637 0.5623 -1.9599
H 1.1279 2.7850 -2.9448
H 0.8184 4.9511 -4.0205
H 1.6305 5.3236 -6.3699
H 2.7968 3.4888 -7.5750
H 3.0786 1.2332 -6.4868
N 2.5853 -1.0207 2.8361
C 2.3283 0.3256 2.9882
N 1.2597 0.9238 2.4593
C 1.0705 2.2043 3.0652
C -0.1167 2.9449 3.0877
C -0.1681 4.1176 3.8493
C 0.9613 4.5546 4.5418
C 2.1456 3.7960 4.5797
C 2.1670 2.5978 3.8480
S 3.4306 1.3418 3.8851
H 3.3595 -1.3503 3.3948
H 1.7728 -1.6329 2.8018
H -0.9663 2.5695 2.5249
H -1.0959 4.6874 3.8938
H 0.9270 5.5062 5.0801
H 3.0253 4.1008 5.1485
*
```

These are the Löwdin partial charges, in e, on atoms 1 to 2: number 1, Ce, carries 0.81; number 2, P, carries 0.74

=====

No. 4
Below is a single C4H12N2O molecule at a distorted geometry, with properties calculated with ωB97M-V with the def2-TZVPD basis set.

Calculated values
energy above the lowest of the compared OMol25 structures with the same formula, charge and spin = 183.5 kJ/mol
E = -344.31511 Ha
Kohn-Sham gap = 0.3559 Eh
SMILES = C[C@H](O)CNCN
F_max = 2.05 eV/A
M = 104.15 g/mol
HOMO level = -0.322 hartree

ORCA input file:
```
! RIJCOSX wB97M-V def2-TZVPD def2/J DEFGRID3
* xyz 0 1
C -2.3518 -0.1116 -1.0424
C -0.9573 -0.7876 -0.9024
O -1.0281 -2.1980 -1.1544
C -0.2939 -0.5591 0.4565
N 1.1039 -0.1160 0.3682
C 1.4632 0.9333 1.3275
N 2.6060 1.7028 0.9943
H -3.1301 -0.6630 -0.5051
H -2.2936 0.8008 -0.4358
H -2.6496 -0.0399 -2.0857
H -0.3415 -0.3407 -1.6845
H -0.1892 -2.4998 -1.5269
H -0.2833 -1.5410 0.9440
H -1.0112 -0.0258 1.1048
H 1.3549 0.2141 -0.5697
H 1.5529 0.4329 2.2967
H 0.5411 1.5216 1.4860
H 3.3859 1.0730 0.8226
H 2.5217 2.2039 0.1063
*
```

These are the natural (NBO) partial charges, in e, on atoms 1 to 2: number 1, C, carries -0.63; number 2, C, carries 0.10